69
Properties=species:S:1:pos:R:3:forces:R:3:mulliken_charge:R:1 method="wB97M-V/def2-TZVPD" gap_ev="5.472 / 5.912" spin_multiplicity=6 e_lumo_ev="-1.69 / -5.02" total_charge=+1 mol_weight_g_mol=545.614 e_tot_ev=-52615.127 largest_force_ev_per_a=4.6 e_above_lowest_ev=0.000
Ru 0.042125 0.141022 0.003746 -0.1 1.3 2.8 -0.69
P -2.170375 0.871222 -0.504354 -1.5 1.1 -0.8 1.24
P 0.151325 -2.040378 -0.247654 0.1 -2.9 -0.2 1.55
N -1.223475 -0.142478 4.319646 1.5 -0.8 -1.4 0.17
N 1.011725 -0.648878 3.273546 -3.2 0.4 -0.1 0.81
N -0.831075 0.167722 1.984746 0.1 -0.4 1.4 -0.12
N 0.538925 0.488422 -1.995554 0.7 0.7 -4.5 -0.07
C -2.658475 0.111922 4.195046 -0.2 -0.1 -0.6 -0.84
C 4.067925 -1.325978 -3.447554 -0.3 0.2 0.1 -0.83
C 1.081625 2.507822 -3.257154 -0.1 0.3 -0.1 0.45
C 2.744925 0.677522 -3.039754 0.2 -0.1 0.0 0.64
C 1.709725 -0.113578 -2.487554 -0.2 0.2 -0.2 0.53
C 3.036425 -2.112078 -2.913754 -0.4 0.2 0.1 -0.86
C 3.908925 0.066222 -3.522854 -0.2 0.1 0.2 -0.87
C -0.369075 -0.251578 3.134646 -0.2 0.9 2.6 0.17
C 1.434725 -1.716578 4.164746 0.1 -0.2 0.3 -1.42
C -1.381875 -3.055078 -0.075054 0.2 -0.3 -0.2 -1.46
C 1.361325 -2.949378 0.797546 -0.1 -0.2 -0.2 -1.28
C 2.532525 2.173722 -2.984154 0.1 0.1 -0.2 -1.08
C 0.111425 1.635522 -2.692854 0.5 -0.1 -0.2 0.31
C -0.673775 -0.181178 5.672346 0.5 0.2 0.5 -0.88
C 2.060025 0.165822 2.691846 0.6 0.5 0.2 -1.14
C 1.844225 -1.528778 -2.454554 0.4 -0.1 0.1 0.74
C 0.682525 -2.373578 -1.998254 -0.2 -0.3 0.1 -1.30
C -1.645175 3.077422 -3.583954 0.2 -0.4 0.1 -0.82
C -1.271275 1.914222 -2.887854 0.0 0.4 0.1 0.78
C -2.597675 2.593122 0.020446 -0.2 0.0 -0.3 -1.33
C -0.686475 3.936722 -4.135254 0.2 -0.3 0.2 -0.87
C 0.675625 3.635222 -3.980154 0.1 -0.1 0.3 -0.87
C -3.662775 -0.076578 0.034746 0.0 0.1 -0.2 -1.01
C -2.314575 0.966322 -2.356154 -0.2 -0.2 0.2 -1.06
H -2.097975 -2.759578 -0.858654 0.2 -0.1 0.3 0.30
H 1.646025 1.011722 2.102946 0.3 -0.8 0.3 0.31
H 2.340925 -2.458578 0.683746 -0.4 -0.2 0.0 0.33
H -2.784575 2.606022 1.107146 0.1 0.1 -0.4 0.38
H 0.136925 0.571322 5.768946 -0.3 -0.6 0.1 0.29
H -3.329175 1.275322 -2.663454 0.4 -0.1 0.1 0.55
H 1.631225 -0.182778 0.203046 1.4 0.1 -0.3 0.01
H 2.677225 0.605822 3.503846 -0.2 -0.2 -0.2 0.32
H -1.746675 0.609122 1.995146 0.2 -0.1 0.7 -0.56
H 0.902725 -3.450478 -2.107754 -0.1 0.4 0.0 0.56
H -1.738875 3.248222 -0.202154 -0.4 -0.3 0.1 0.30
H 4.707725 0.689622 -3.942054 -0.4 -0.3 0.2 0.42
H -3.129975 -0.694478 3.594546 0.1 0.6 0.2 0.22
H 3.141725 -3.203278 -2.882154 -0.1 0.5 0.0 0.40
H 0.582425 -2.366078 4.448446 0.5 0.5 -0.1 0.41
H -2.849075 1.102422 3.731746 0.0 -0.5 0.1 0.30
H -3.673675 -1.060178 -0.461154 0.0 0.3 0.2 0.32
H -3.610975 -0.237978 1.124546 -0.1 0.0 -0.4 0.19
H 2.727525 -0.459478 2.065446 -0.4 0.5 0.2 0.29
H -3.176875 0.131222 5.176846 0.7 -0.1 -0.6 0.37
H 1.053225 -2.881578 1.853846 0.1 -0.1 -0.5 0.16
H -4.591575 0.466422 -0.213554 0.3 -0.2 0.1 0.44
H -0.997675 4.828722 -4.688454 0.1 -0.4 0.2 0.39
H -0.214875 -2.134778 -2.601754 0.4 -0.2 0.2 0.29
H -2.126375 -0.063778 -2.716054 -0.1 0.4 0.1 0.25
H 2.784125 2.519922 -1.955954 -0.1 -0.2 -0.5 0.28
H -2.712675 3.288922 -3.720254 0.5 -0.1 0.0 0.39
H 1.428625 -4.008978 0.494746 0.0 0.4 0.2 0.53
H 4.985825 -1.797978 -3.812554 -0.4 0.2 0.1 0.39
H -1.435075 0.066122 6.442046 0.3 0.0 -0.8 0.35
H -3.487975 2.971422 -0.512654 0.2 -0.1 0.3 0.43
H 1.437825 4.295822 -4.410454 -0.3 -0.3 0.2 0.42
H 2.168125 -2.374778 3.656746 -0.3 0.4 0.1 0.43
H 1.941925 -1.293078 5.057646 -0.4 -0.4 -0.3 0.32
H 3.205925 2.707122 -3.675754 -0.3 -0.2 0.3 0.51
H -1.155175 -4.131178 -0.177754 -0.2 0.4 0.1 0.46
H -1.835775 -2.866378 0.911546 0.2 -0.1 -0.4 0.32
H -0.314975 -1.183778 5.950946 0.1 0.4 -0.1 0.29